Record 1
Density functional theory data (ωB97M-V/def2-TZVPD) for a structure of composition C8H12AlBrF8N5O2P.

Properties
E_tot   -127710.374 eV
E_LUMO   -1.0654 eV
HOMO-LUMO gap   0.3283 Eh
HOMO level   -10.00 eV

Geometry as ORCA input:
```
! wB97M-V def2-TZVPD RIJCOSX def2/J DEFGRID3
* xyz 0 1
C 3.7536 -1.0550 0.7019
N 3.4685 0.0463 -0.2118
C 3.1620 -0.3925 -1.5773
C 2.5275 0.9870 0.2878
O 2.7386 2.1399 0.2164
C 1.2046 0.5385 0.9540
C 0.0607 0.5860 0.0093
N -0.4592 1.7497 -0.3238
C -1.4670 1.5069 -1.1739
N -2.2150 2.4576 -1.6964
Br -1.9360 4.1709 -1.1117
N -1.6029 0.1529 -1.3931
P -2.8312 -0.5509 -2.3799
O -3.4174 0.5119 -3.2097
N -0.6079 -0.4359 -0.6029
C -0.4326 -1.8569 -0.4382
F -0.7805 -2.4789 -1.5798
F 0.8667 -2.1002 -0.2102
C -1.2498 -2.4176 0.7620
F -2.3904 -1.7126 0.8852
F -1.5450 -3.7135 0.5043
H 2.9282 -1.7621 0.8321
H 4.5962 -1.6141 0.2931
H 4.0684 -0.6562 1.6653
H 2.5497 0.3551 -2.0835
H 2.6907 -1.3769 -1.6182
H 4.0957 -0.4607 -2.1406
H 1.3008 -0.4142 1.4705
H 0.9687 1.2758 1.7193
H -2.9505 2.2420 -2.3598
H -3.7442 -1.1449 -1.5018
H -2.1817 -1.5589 -3.0882
H -0.6439 -2.3833 1.6710
F -3.4579 1.2160 4.1149
Al -2.1099 1.8923 3.3751
F -1.3525 0.6703 2.4349
F -1.0199 2.4823 4.5048
F -2.5854 3.1037 2.2991
*
```



Record 2
Density functional theory data (ωB97M-V/def2-TZVPD) for an isolated molecule of C10H9N5.

Properties
Energy above the lowest of the compared OMol25 structures with the same formula, charge and spin   48.2 kcal per mole
E_tot   -17962.528 eV
E_LUMO   0.1995 eV
HOMO-LUMO gap   0.2903 Eh
HOMO level   -7.70 eV

Geometry as ORCA input:
```
! wB97M-V def2-TZVPD RIJCOSX def2/J DEFGRID3
* xyz 0 1
C -2.8987 0.0519 -2.5656
C -3.5029 0.2267 -1.3241
C -1.5231 0.0477 -2.7808
C -2.7275 0.2951 -0.2034
C -0.7612 0.1228 -1.5650
C -0.9113 -0.1951 2.2159
C -1.3209 0.1713 -0.2902
C -0.5202 0.1657 0.8939
C 0.8738 0.0504 0.9423
C 4.3213 -0.1450 0.8032
N 0.1683 -0.4725 2.9783
N 2.4913 -0.3707 2.2721
N 2.0123 0.1280 0.2101
N 1.1512 -0.2883 2.1710
N 2.9694 -0.0692 1.1022
H -3.6043 0.1372 -3.4752
H -4.4995 0.4440 -1.3159
H -1.0822 0.0639 -3.7478
H -3.1267 0.5276 0.8237
H 0.2462 0.1388 -1.7051
H -1.8703 -0.3176 2.5511
H 5.0820 0.5998 1.1432
H 4.8035 -1.0646 1.1597
H 4.2296 -0.2479 -0.2938
*
```



Record 3
Density functional theory data (ωB97M-V/def2-TZVPD) for a structure of composition C2H2F2O2Ru.

Properties
Expectation value of S²   8.7638
E_tot   -14166.721 eV
E_LUMO (alpha / beta)   -17.9478 / -19.2914 eV
HOMO-LUMO gap (alpha / beta)   0.3666 / 0.2933 Eh
HOMO level (alpha / beta)   -27.92 / -27.27 eV

Geometry as ORCA input:
```
! wB97M-V def2-TZVPD RIJCOSX def2/J DEFGRID3
* xyz 3 6
F 0.0996 -0.7421 1.4086
H -0.5059 0.7816 -1.8553
O 1.1069 0.1605 -0.7354
O 1.2503 -1.2466 0.6537
C -0.1185 0.4982 -0.8685
C -1.0471 0.0049 0.1296
F -1.8068 0.8797 0.7178
H -1.4737 -0.9859 -0.0624
Ru 2.4951 0.6497 0.6119
*
```



Record 4
Density functional theory data (ωB97M-V/def2-TZVPD) for a structure of composition C18H19N6OPtS.

Properties
E_tot   -44039.185 eV
E_LUMO (alpha / beta)   -4.1232 / -4.1229 eV
HOMO-LUMO gap (alpha / beta)   0.2361 / 0.2360 Eh
HOMO level (alpha / beta)   -10.55 / -10.55 eV

Geometry as ORCA input:
```
! wB97M-V def2-TZVPD RIJCOSX def2/J DEFGRID3
* xyz 1 1
Pt 0.1471 -0.0010 0.0433
N -1.7698 -0.6971 -3.7755
C -1.3466 -0.4718 -2.5238
S 0.3611 -0.7092 -2.1500
N -2.1949 -0.0873 -1.6104
N -1.7049 0.1813 -0.4198
C -2.5635 0.4573 0.6205
C -4.0039 0.3993 0.4779
C -4.6618 0.9870 -0.6074
C -6.0392 0.9569 -0.6809
C -6.7825 0.3205 0.3032
C -6.1365 -0.2997 1.3634
C -4.7629 -0.2599 1.4550
C -1.9168 0.7662 1.8303
C -2.5819 1.2827 2.9697
C -1.8728 1.5896 4.0949
C -0.4778 1.4010 4.0982
C 0.1346 0.9395 2.9576
N -0.5373 0.6205 1.8458
H -1.1452 -1.0593 -4.4720
H -2.7365 -0.5442 -4.0010
H -4.0877 1.4991 -1.3645
H -6.5352 1.4514 -1.5010
H -7.8578 0.3074 0.2432
H -6.7024 -0.8185 2.1203
H -4.2568 -0.7785 2.2562
H -3.6455 1.4449 2.9087
H -2.3657 1.9866 4.9665
H 0.1080 1.6189 4.9723
H 1.2127 0.8293 2.9171
N 2.0296 -0.1787 0.5853
C 3.1138 -0.1515 1.0023
N 4.3200 -0.1545 1.4433
C 5.3514 0.6744 0.8282
C 6.6845 -0.0792 0.8898
O 6.9856 -0.4537 2.2107
C 6.0102 -1.3161 2.7379
C 4.6425 -0.6216 2.7872
H 5.4364 1.6087 1.3953
H 5.0712 0.9037 -0.1996
H 7.4955 0.5713 0.5603
H 6.6456 -0.9637 0.2392
H 6.3357 -1.5740 3.7470
H 5.9411 -2.2339 2.1368
H 4.7022 0.2413 3.4620
H 3.8664 -1.3022 3.1399
*
```